[1]
{"formula": "C4H4N2O3", "method": "the ωB97M-V functional and the def2-TZVPD basis", "lumo_ev": -0.5, "de_lowest_ev": 5.488, "charge": 0, "homo_lumo_gap_ev": 9.48, "mol_weight_g_mol": 128.09, "smiles": "CC(=O)C(=C=N)[N+](=O)[O-]", "elements": ["C", "C", "C", "C", "N", "N", "O", "O", "O", "H", "H", "H", "H"], "xyz": [[1.431, -1.261, 0.114], [2.069, -0.090, 0.089], [1.257, 1.172, -0.008], [-0.239, 0.949, -0.116], [0.816, -2.261, -0.060], [3.423, -0.135, -0.028], [1.745, 2.272, 0.025], [3.897, -1.303, 0.011], [4.112, 0.884, -0.057], [-0.433, -0.096, 0.212], [-0.728, 1.734, 0.552], [-0.519, 1.391, -1.083], [0.268, -2.976, 0.496]]}

***

[2]
{"formula": "C35H45BrCoN4P2", "method": "the ωB97M-V functional and the def2-TZVPD basis", "lumo_ev": [-6.0, -6.4], "charge": 2, "homo_lumo_gap_ev": [7.74, 7.50], "s2": 3.764, "multiplicity": 4, "mol_weight_g_mol": 722.56, "elements": ["C", "C", "C", "C", "N", "C", "C", "C", "C", "C", "C", "C", "C", "C", "Co", "P", "H", "H", "H", "H", "H", "H", "H", "H", "C", "C", "H", "H", "H", "H", "H", "C", "C", "H", "H", "H", "H", "H", "C", "C", "H", "H", "H", "H", "H", "Br", "P", "C", "C", "H", "H", "H", "H", "H", "C", "C", "H", "H", "H", "H", "H", "C", "C", "H", "H", "H", "H", "H", "N", "C", "C", "C", "C", "C", "C", "C", "N", "C", "C", "N", "C", "H", "H", "H", "H", "H", "H", "H"], "xyz": [[1.003, 0.105, -4.499], [1.708, 0.618, -3.399], [2.607, 1.690, -3.524], [2.902, 2.071, -4.837], [2.251, 1.574, -5.910], [1.353, 0.586, -5.754], [1.636, -0.220, -2.291], [1.351, -1.206, -1.566], [1.657, -2.448, -0.944], [1.080, -2.724, 0.293], [1.878, -3.165, 1.350], [3.228, -3.205, 1.076], [3.706, -3.453, -0.237], [2.852, -3.082, -1.270], [0.463, -0.299, 0.784], [-0.748, 1.745, -0.642], [3.141, 2.086, -2.655], [0.346, -0.753, -4.353], [3.660, 2.840, -5.005], [0.838, 0.167, -6.620], [3.097, -3.016, -2.322], [0.046, -2.551, 0.536], [4.701, -3.813, -0.463], [1.471, -3.328, 2.345], [-2.060, 2.677, 0.367], [-2.513, 4.054, -0.135], [-1.639, 2.792, 1.379], [-2.944, 2.034, 0.522], [-3.242, 4.493, 0.564], [-1.664, 4.750, -0.199], [-3.015, 3.998, -1.113], [0.325, 3.115, -1.302], [-0.062, 3.770, -2.620], [1.299, 2.618, -1.381], [0.492, 3.866, -0.520], [0.680, 4.543, -2.864], [-0.041, 3.020, -3.421], [-1.042, 4.269, -2.569], [-1.670, 1.061, -2.089], [-2.841, 1.818, -2.713], [-2.001, 0.064, -1.778], [-0.916, 0.811, -2.840], [-3.235, 1.217, -3.550], [-3.640, 1.943, -1.971], [-2.522, 2.787, -3.123], [4.436, -2.811, 2.599], [1.701, 1.315, 1.992], [1.402, 3.110, 2.073], [1.637, 3.848, 3.399], [0.366, 3.244, 1.713], [2.061, 3.532, 1.301], [1.335, 4.896, 3.278], [1.024, 3.462, 4.225], [2.699, 3.889, 3.689], [1.231, 0.571, 3.585], [2.239, 0.493, 4.729], [0.854, -0.435, 3.333], [0.365, 1.148, 3.935], [1.794, -0.053, 5.572], [3.144, -0.070, 4.480], [2.503, 1.481, 5.129], [3.437, 1.019, 1.550], [4.501, 1.926, 2.175], [3.431, 1.097, 0.448], [3.626, -0.043, 1.767], [5.495, 1.596, 1.844], [4.406, 2.968, 1.830], [4.503, 1.868, 3.275], [-5.443, -8.710, -0.236], [-5.090, -7.610, -0.068], [-4.633, -6.297, 0.147], [-3.308, -6.043, -0.188], [-2.750, -4.800, 0.097], [-3.555, -3.808, 0.672], [-4.875, -4.065, 0.994], [-5.424, -5.301, 0.703], [-3.063, -2.495, 0.859], [-3.539, -1.450, 1.683], [-2.555, -0.503, 1.738], [-1.497, -0.918, 0.930], [-1.898, -2.063, 0.326], [-2.691, -6.792, -0.674], [-1.708, -4.585, -0.140], [-5.458, -3.265, 1.421], [-6.463, -5.477, 0.900], [-4.419, -1.515, 2.296], [-2.472, 0.449, 2.251], [-1.331, -2.720, -0.368]]}